one) {"formula": "C5H12NO", "method": "ωB97M-V with the def2-TZVPD basis set", "e_lumo_ev": -5.3213, "homo_ev": -14.141, "homo_lumo_gap_ev": 8.82, "total_charge": 1, "species": ["C", "C", "C", "C", "C", "N", "H", "H", "H", "H", "H", "H", "H", "H", "H", "H", "H", "H", "O"], "coordinates": [[-1.231, 1.862, 1.574], [-0.205, 1.281, 0.646], [-0.257, -0.131, 0.202], [-0.185, -1.243, 0.960], [-0.444, -1.199, -1.962], [-0.428, -0.118, -1.271], [-1.139, 1.474, 2.614], [-1.037, 2.891, 1.845], [-2.235, 1.602, 1.178], [0.002, 1.838, -0.241], [0.809, 1.294, 1.109], [-0.415, -1.198, 2.101], [-0.067, -2.214, 0.600], [-0.453, -1.337, -3.060], [-0.265, -2.106, -1.434], [-0.375, 0.878, -1.784], [3.267, -0.777, -1.319], [2.251, -1.634, -0.506], [2.409, -1.162, -1.251]], "lowdin_charge": [-0.07, -0.24, -0.29, 0.12, 0.16, 0.09, 0.09, 0.08, 0.10, 0.09, 0.14, 0.14, 0.04, 0.14, 0.10, 0.24, 0.05, -0.02, 0.01]}

=====

two) {"formula": "C5H12NO", "method": "ωB97M-V with the def2-TZVPD basis set", "e_lumo_ev": -5.0247, "homo_ev": -14.260, "homo_lumo_gap_ev": 9.24, "total_charge": 1, "species": ["C", "C", "C", "C", "C", "N", "H", "H", "H", "H", "H", "H", "H", "H", "H", "H", "H", "H", "O"], "coordinates": [[-0.165, -0.732, 2.639], [-0.681, -0.330, 1.264], [0.381, -0.622, 0.130], [1.694, -0.684, 0.190], [0.263, -0.027, -2.245], [-0.276, -0.498, -1.177], [0.820, -0.244, 2.708], [-0.939, -0.436, 3.318], [-0.260, -1.834, 2.745], [-1.515, -1.021, 0.893], [-1.127, 0.593, 1.018], [2.289, -0.472, 1.107], [2.327, -0.934, -0.637], [-0.303, 0.336, -3.114], [1.303, 0.299, -2.325], [-1.316, -0.836, -1.213], [-0.300, 2.964, -0.962], [-1.654, 2.418, -0.487], [-0.807, 2.126, -0.835]], "lowdin_charge": [-0.07, -0.19, -0.26, 0.11, 0.15, 0.06, 0.08, 0.07, 0.10, 0.13, 0.07, 0.10, 0.07, 0.13, 0.13, 0.22, 0.09, 0.06, -0.05]}

=====

Q: What are the energies relative to the best structure? A: one) 9.6; two) 0.0, in kcal/mol.

=====

one) {"formula": "C4H9N6", "method": "ωB97M-V with the def2-TZVPD basis set", "e_lumo_ev": [-5.4376, -3.8178], "homo_ev": [-12.177, -12.158], "homo_lumo_gap_ev": [6.74, 8.34], "total_charge": 1, "species": ["C", "C", "C", "C", "N", "N", "N", "N", "N", "N", "H", "H", "H", "H", "H", "H", "H", "H", "H"], "coordinates": [[2.842, 0.258, -1.772], [1.432, 0.205, -1.382], [0.665, -0.793, -0.604], [-2.730, 1.473, 1.851], [-1.786, -0.723, 1.683], [-1.005, -1.427, 1.034], [-0.973, 0.738, 0.307], [-1.804, 0.508, 1.280], [-0.381, -0.499, 0.137], [1.047, -2.093, -0.399], [3.106, 1.060, -2.372], [3.526, -0.545, -1.534], [1.142, 1.194, -1.233], [0.807, 0.303, -2.331], [-2.219, 2.394, 2.094], [-3.293, 1.796, 0.854], [-3.217, 0.912, 2.656], [0.875, -2.383, 0.568], [1.966, -2.378, -0.837]], "lowdin_charge": [0.09, -0.19, -0.25, 0.04, 0.07, 0.12, 0.20, -0.23, -0.04, 0.19, 0.05, 0.06, 0.10, 0.18, 0.09, 0.15, 0.11, 0.11, 0.16]}

=====

two) {"formula": "C4H9N6", "method": "ωB97M-V with the def2-TZVPD basis set", "e_lumo_ev": -3.8073, "homo_ev": -12.758, "homo_lumo_gap_ev": 8.95, "total_charge": 1, "species": ["C", "C", "C", "C", "N", "N", "N", "N", "N", "N", "H", "H", "H", "H", "H", "H", "H", "H", "H"], "coordinates": [[-1.835, 1.087, 0.721], [1.718, 0.072, 0.035], [-0.484, 0.935, 0.480], [0.060, -2.290, -1.141], [0.573, 0.475, 0.442], [-2.284, 2.230, 0.357], [2.707, 0.234, 0.823], [-3.541, 2.481, 0.197], [3.857, -0.220, 0.578], [-0.704, -1.806, -0.292], [-2.379, 0.218, 0.820], [1.750, -0.281, -1.030], [0.657, -1.592, -1.722], [0.303, -3.340, -1.327], [-3.808, 3.236, -0.454], [-4.302, 1.756, 0.243], [4.637, -0.053, 1.201], [4.040, -0.597, -0.326], [-0.966, -2.548, 0.396]], "lowdin_charge": [-0.12, -0.24, 0.08, -0.12, 0.17, 0.00, 0.02, 0.08, 0.09, 0.04, 0.10, 0.14, 0.04, 0.09, 0.14, 0.15, 0.14, 0.12, 0.09]}

=====

Q: What are the energies relative to the best structure? A: one) 31.8; two) 0.0, in kcal/mol.

=====

one) {"formula": "C22H20N4O3", "method": "ωB97M-V with the def2-TZVPD basis set", "smiles": "Cc1ccc(C)c(-c2nnc(OCC(=O)Nc3cc(C)on3)c3ccccc23)c1", "e_lumo_ev": 0.1781, "homo_ev": -8.776, "homo_lumo_gap_ev": 8.95, "species": ["C", "C", "C", "C", "C", "C", "C", "C", "N", "N", "C", "O", "C", "C", "O", "N", "C", "C", "C", "C", "O", "N", "C", "C", "C", "C", "C", "C", "C", "H", "H", "H", "H", "H", "H", "H", "H", "H", "H", "H", "H", "H", "H", "H", "H", "H", "H", "H", "H"], "coordinates": [[5.049, 1.381, -2.079], [4.159, 0.489, -1.268], [4.664, -0.293, -0.240], [3.826, -1.090, 0.521], [2.463, -1.141, 0.273], [1.552, -1.991, 1.107], [1.953, -0.365, -0.771], [0.508, -0.404, -1.083], [-0.217, 0.604, -0.692], [-1.524, 0.621, -0.898], [-2.133, -0.370, -1.491], [-3.466, -0.309, -1.612], [-4.047, 0.812, -0.971], [-3.516, 0.927, 0.468], [-3.426, -0.038, 1.189], [-3.263, 2.208, 0.858], [-2.722, 2.575, 2.071], [-2.364, 1.764, 3.179], [-1.883, 2.662, 4.086], [-1.326, 2.498, 5.451], [-1.955, 3.901, 3.569], [-2.476, 3.841, 2.319], [-1.441, -1.507, -2.010], [-2.060, -2.565, -2.693], [-1.297, -3.608, -3.152], [0.089, -3.618, -2.951], [0.712, -2.594, -2.285], [-0.046, -1.519, -1.793], [2.794, 0.442, -1.521], [4.809, 1.305, -3.138], [4.907, 2.419, -1.779], [6.095, 1.123, -1.935], [5.723, -0.275, -0.024], [4.240, -1.682, 1.325], [1.193, -2.848, 0.536], [2.071, -2.360, 1.988], [0.683, -1.417, 1.424], [-5.121, 0.613, -0.956], [-3.834, 1.722, -1.543], [-3.308, 2.960, 0.186], [-2.454, 0.703, 3.254], [-1.818, 3.181, 6.141], [-1.468, 1.475, 5.785], [-0.262, 2.730, 5.449], [-3.128, -2.534, -2.841], [-1.762, -4.429, -3.676], [0.670, -4.447, -3.329], [1.781, -2.595, -2.134], [2.374, 1.043, -2.315]], "lowdin_charge": [-0.05, -0.27, -0.04, -0.04, -0.23, -0.03, -0.15, -0.20, 0.13, 0.09, -0.27, 0.01, -0.08, -0.47, 0.09, 0.16, -0.30, 0.06, -0.31, 0.00, 0.00, 0.10, -0.05, 0.00, -0.06, -0.06, -0.01, -0.08, 0.02, 0.08, 0.08, 0.07, 0.11, 0.11, 0.08, 0.08, 0.09, 0.14, 0.13, 0.15, 0.10, 0.09, 0.09, 0.09, 0.12, 0.11, 0.11, 0.12, 0.13]}

=====

two) {"formula": "C22H20N4O3", "method": "ωB97M-V with the def2-TZVPD basis set", "smiles": "Cc1nn(C)c2cc(-c3conc3CN3C(=O)OC[C@@H]3c3ccccc3)ccc12", "e_lumo_ev": 0.6573, "homo_ev": -8.064, "homo_lumo_gap_ev": 8.72, "species": ["C", "C", "N", "N", "C", "C", "C", "C", "C", "C", "O", "N", "C", "C", "N", "C", "O", "O", "C", "C", "C", "C", "C", "C", "C", "C", "C", "C", "C", "H", "H", "H", "H", "H", "H", "H", "H", "H", "H", "H", "H", "H", "H", "H", "H", "H", "H", "H", "H"], "coordinates": [[1.656, 2.585, 6.432], [1.675, 1.855, 5.134], [2.713, 1.210, 4.661], [2.350, 0.710, 3.438], [3.224, -0.004, 2.510], [1.073, 1.058, 3.113], [0.191, 0.747, 2.040], [-1.088, 1.260, 1.992], [-2.042, 0.793, 0.982], [-3.396, 0.573, 1.203], [-3.976, 0.063, 0.065], [-3.000, 0.061, -0.976], [-1.862, 0.438, -0.434], [-0.620, 0.492, -1.307], [-0.019, -0.794, -1.670], [1.122, -1.293, -1.111], [1.905, -0.563, -0.497], [1.187, -2.635, -1.250], [-0.096, -3.028, -1.787], [-0.686, -1.817, -2.439], [-0.537, -1.632, -3.977], [0.468, -2.292, -4.709], [0.615, -2.100, -6.055], [-0.222, -1.178, -6.699], [-1.240, -0.541, -6.001], [-1.414, -0.799, -4.627], [-1.507, 2.121, 3.035], [-0.667, 2.416, 4.103], [0.591, 1.827, 4.152], [2.109, 3.561, 6.281], [0.662, 2.716, 6.863], [2.249, 2.005, 7.174], [4.236, 0.075, 2.880], [3.220, 0.471, 1.544], [2.909, -1.072, 2.451], [0.464, 0.018, 1.324], [-3.872, 0.780, 2.182], [0.125, 1.086, -0.776], [-0.845, 1.036, -2.216], [-0.796, -3.405, -1.035], [-0.045, -3.865, -2.537], [-1.756, -1.859, -2.210], [1.232, -2.872, -4.220], [1.402, -2.583, -6.625], [-0.047, -1.008, -7.751], [-1.844, 0.173, -6.534], [-2.219, -0.295, -4.055], [-2.560, 2.479, 3.013], [-1.019, 3.025, 4.922]], "lowdin_charge": [-0.04, -0.28, 0.14, -0.14, -0.01, -0.16, 0.07, -0.19, -0.10, -0.02, -0.04, 0.13, -0.18, -0.04, 0.03, -0.49, 0.07, 0.08, -0.10, -0.22, -0.15, -0.04, -0.08, -0.09, -0.07, -0.04, -0.04, -0.01, -0.13, 0.08, 0.07, 0.09, 0.08, 0.07, 0.10, 0.09, 0.14, 0.13, 0.13, 0.13, 0.14, 0.14, 0.11, 0.11, 0.10, 0.10, 0.12, 0.11, 0.11]}

=====

Q: What are the energies relative to the best structure? A: one) 0.0; two) 12.5, in kcal/mol.

=====

one) {"formula": "C2H3Br2N3", "method": "ωB97M-V with the def2-TZVPD basis set", "e_lumo_ev": 0.6444, "homo_ev": -9.087, "homo_lumo_gap_ev": 9.73, "species": ["C", "C", "N", "N", "N", "Br", "Br", "H", "H", "H"], "coordinates": [[-0.906, -0.983, 0.169], [-0.846, -2.365, -0.032], [1.666, 1.067, 0.298], [1.507, 2.136, -0.039], [1.240, 3.340, -0.079], [-2.511, -0.082, 0.051], [0.777, -3.283, 0.245], [0.090, -0.588, 0.242], [-1.727, -2.947, -0.030], [0.710, 3.705, -0.824]], "lowdin_charge": [-0.75, -0.68, 0.20, -0.27, 0.09, 0.71, 0.66, -0.03, 0.02, 0.05]}

=====

two) {"formula": "C2H3Br2N3", "method": "ωB97M-V with the def2-TZVPD basis set", "e_lumo_ev": [-0.3666, -0.3652], "homo_ev": [-8.124, -8.124], "homo_lumo_gap_ev": [7.76, 7.76], "species": ["C", "C", "N", "N", "N", "Br", "Br", "H", "H", "H"], "coordinates": [[1.286, -0.178, 0.751], [-0.689, -0.419, -0.693], [0.640, 0.901, 1.066], [-0.280, 1.554, 0.538], [-1.010, 0.809, -0.321], [2.381, -0.298, -0.892], [-2.067, -1.715, -0.381], [1.689, -0.846, 1.508], [0.146, -0.717, -1.365], [-2.096, 0.909, -0.212]], "lowdin_charge": [-0.52, -0.70, -0.12, 0.02, -0.14, 0.64, 0.65, 0.05, -0.04, 0.16]}

=====

Q: What are the energies relative to the best structure? A: one) 0.0; two) 34.6, in kcal/mol.